ORCA calculation (ωB97M-V/def2-TZVPD) on an isolated ion of composition C5H12N2S and charge +2 at a distorted geometry.

DFT total energy ... -19175.7951 eV
Molecular weight ... 132.23 g/mol
Kohn-Sham gap ... 9.4 eV
Energy above the lowest of the compared OMol25 structures with the same formula, charge and spin ... 1.1235 eV
HOMO level ... -0.6203 Ha

ORCA input file:
```
! RIJCOSX wB97M-V def2-TZVPD def2/J DEFGRID3
* xyz 2 1
C -2.69 -0.43 -0.71
N -1.77 -0.11 0.42
C -0.55 -0.85 0.34
C 0.60 -0.17 0.01
C 1.99 -0.58 -0.22
N 3.19 0.20 0.14
S 0.33 1.53 -0.22
C -1.32 1.38 0.52
H -3.73 0.12 -0.71
H -2.12 -0.29 -1.66
H -3.00 -1.50 -0.62
H -2.31 -0.41 1.24
H -0.65 -1.89 0.33
H 2.27 -0.82 -1.27
H 2.09 -1.50 0.46
H 3.46 0.96 -0.51
H 4.15 -0.34 -0.12
H 3.23 0.85 1.03
H -1.93 2.05 -0.04
H -1.27 1.81 1.59
*
```

In elementary charge units, the Mulliken charges are:
1 C -0.851
2 N 0.077
3 C -0.970
4 C 0.633
5 C -0.518
6 N -0.456
7 S -0.082
8 C -0.466
9 H 0.347
10 H 0.364
11 H 0.390
12 H 0.367
13 H 0.491
14 H 0.330
15 H 0.325
16 H 0.407
17 H 0.439
18 H 0.393
19 H 0.391
20 H 0.391


ORCA calculation (ωB97M-V/def2-TZVPD) on C38H26ClIIrN2OP as an isolated structure.

DFT total energy ... -77581.1597 eV
Molecular weight ... 912.19 g/mol
Kohn-Sham gap (alpha / beta) ... 4.9 / 5.0 eV
Energy above the lowest of the compared OMol25 structures with the same formula, charge and spin ... 1.9834 eV
HOMO level (alpha / beta) ... -0.5628 / -0.5661 Ha
<S²> ... 0.759

ORCA input file:
```
! RIJCOSX wB97M-V def2-TZVPD def2/J DEFGRID3
* xyz 3 2
Ir -0.34 1.93 -0.16
Cl -6.96 0.81 2.57
C -5.40 0.77 1.87
C -4.90 -0.43 1.36
C -3.64 -0.48 0.79
C -2.84 0.66 0.72
O -1.62 0.52 0.16
C -3.34 1.87 1.22
C -2.65 3.12 1.16
N -1.49 3.34 0.66
C -0.91 4.65 0.61
C -1.43 5.79 1.17
C -0.78 7.03 1.01
C 0.38 7.12 0.29
C 0.94 5.96 -0.30
C 2.11 5.98 -1.09
C 2.58 4.81 -1.64
C 1.89 3.63 -1.39
N 0.80 3.56 -0.64
C 0.29 4.72 -0.12
C -4.63 1.90 1.80
H -5.51 -1.32 1.40
H -3.26 -1.41 0.39
H -3.19 3.97 1.57
H -2.35 5.77 1.74
H -1.21 7.91 1.46
H 0.87 8.07 0.15
H 2.62 6.92 -1.25
H 3.46 4.80 -2.27
H 2.25 2.70 -1.83
H -5.02 2.84 2.18
I 1.10 0.03 -1.26
C 2.82 -0.40 -0.11
C 3.64 0.59 0.32
C 4.85 0.23 0.97
C 5.18 -1.08 1.12
C 4.31 -2.12 0.68
C 4.64 -3.48 0.86
C 3.78 -4.48 0.46
C 2.53 -4.15 -0.10
C 2.20 -2.83 -0.31
P 0.51 -2.51 -0.77
C -0.02 -3.14 -2.29
C 0.90 -3.74 -3.17
C 0.46 -4.23 -4.38
C -0.88 -4.09 -4.74
C -1.79 -3.46 -3.89
C -1.37 -2.98 -2.67
C -0.60 -2.62 0.57
C -0.36 -1.89 1.74
C -1.11 -2.14 2.86
C -2.09 -3.14 2.83
C -2.33 -3.87 1.68
C -1.59 -3.62 0.53
C 3.08 -1.78 0.07
H 3.40 1.64 0.18
H 5.51 1.01 1.31
H 6.11 -1.36 1.59
H 5.58 -3.73 1.32
H 4.04 -5.52 0.60
H 1.84 -4.95 -0.34
H 1.94 -3.84 -2.89
H 1.15 -4.71 -5.05
H -1.21 -4.46 -5.70
H -2.82 -3.34 -4.20
H -2.07 -2.48 -2.01
H 0.41 -1.12 1.77
H -0.94 -1.58 3.77
H -2.67 -3.35 3.72
H -3.08 -4.65 1.67
H -1.76 -4.21 -0.36
*
```

In elementary charge units, the Mulliken charges are:
1 Ir 0.735
2 Cl -0.156
3 C -0.039
4 C -0.768
5 C 0.098
6 C 0.127
7 O -0.703
8 C -0.034
9 C 0.731
10 N -0.074
11 C 0.763
12 C -0.799
13 C -1.026
14 C -0.906
15 C 0.812
16 C -0.402
17 C -1.182
18 C 0.276
19 N -0.096
20 C 0.273
21 C -1.040
22 H 0.497
23 H 0.585
24 H 0.261
25 H 0.380
26 H 0.428
27 H 0.454
28 H 0.488
29 H 0.432
30 H 0.555
31 H 0.489
32 I 0.137
33 C 0.776
34 C -0.462
35 C -0.918
36 C -0.954
37 C 0.660
38 C -0.685
39 C -1.137
40 C -0.203
41 C 0.770
42 P 0.155
43 C 1.016
44 C -0.658
45 C -0.847
46 C -0.484
47 C -0.854
48 C -0.255
49 C 1.710
50 C -0.479
51 C -0.749
52 C -0.564
53 C -0.789
54 C -0.672
55 C -0.269
56 H 0.551
57 H 0.441
58 H 0.469
59 H 0.474
60 H 0.462
61 H 0.574
62 H 0.420
63 H 0.468
64 H 0.444
65 H 0.483
66 H 0.479
67 H 0.327
68 H 0.486
69 H 0.495
70 H 0.489
71 H 0.535


ORCA calculation (ωB97M-V/def2-TZVPD) on C4H8O2 as an isolated structure.

DFT total energy ... -8368.1945 eV
Molecular weight ... 88.11 g/mol
Kohn-Sham gap ... 9.1 eV
Energy above the lowest of the compared OMol25 structures with the same formula, charge and spin ... 5.0872 eV
HOMO level ... -0.2974 Ha

ORCA input file:
```
! RIJCOSX wB97M-V def2-TZVPD def2/J DEFGRID3
* xyz 0 1
C 1.30 -0.44 0.33
C 0.31 -1.23 0.95
O -0.80 -0.99 -0.54
C -1.20 0.38 -0.43
C 0.03 1.31 -0.48
O 1.05 0.95 0.43
H 2.36 -0.71 0.35
H 0.39 -0.88 -0.74
H 0.45 -2.31 0.99
H -0.41 -0.82 1.66
H -1.76 0.51 0.50
H -1.88 0.63 -1.26
H -0.27 2.33 -0.25
H 0.43 1.29 -1.51
*
```

In elementary charge units, the Mulliken charges are:
1 C -0.544
2 C -0.373
3 O -0.505
4 C -0.388
5 C -0.459
6 O -0.412
7 H 0.376
8 H 0.497
9 H 0.251
10 H 0.257
11 H 0.281
12 H 0.303
13 H 0.356
14 H 0.361


ORCA calculation (ωB97M-V/def2-TZVPD) on C30H28FGdN8O3SSi as an isolated structure at a distorted geometry.

DFT total energy ... -91889.6370 eV
Molecular weight ... 785.01 g/mol
Kohn-Sham gap (alpha / beta) ... 3.6 / 5.1 eV
Energy above the lowest of the compared OMol25 structures with the same formula, charge and spin ... 0.0000 eV
HOMO level (alpha / beta) ... -0.1906 / -0.2478 Ha
<S²> ... 16.120

ORCA input file:
```
! RIJCOSX wB97M-V def2-TZVPD def2/J DEFGRID3
* xyz 0 8
Gd -0.44 -0.12 0.43
N 0.90 -0.76 5.09
C 0.63 -0.65 3.76
S -0.99 -0.71 3.22
N 1.74 -0.49 3.02
N 1.56 -0.25 1.73
C 2.84 -0.28 1.06
C 3.06 -0.07 -0.29
C 4.37 -0.38 -0.80
C 4.68 -0.31 -2.13
C 3.70 0.09 -3.05
C 2.44 0.44 -2.60
C 2.10 0.40 -1.26
O 0.90 0.83 -0.88
H 0.18 -1.11 5.69
H 1.87 -0.91 5.34
H 3.67 -0.54 1.70
H 5.12 -0.70 -0.08
H 5.67 -0.57 -2.47
H 3.94 0.13 -4.11
H 1.68 0.79 -3.30
O -5.38 5.78 -0.77
N -4.77 5.86 0.29
O -5.02 6.72 1.13
C -3.72 4.91 0.58
C -3.13 5.03 1.81
C -2.09 4.15 2.20
C -1.38 4.32 3.41
C -0.34 3.49 3.69
C -0.03 2.46 2.79
N -0.71 2.25 1.68
C -1.71 3.09 1.36
C -2.36 2.94 0.08
N -1.96 1.90 -0.68
C -2.37 1.84 -1.94
C -3.25 2.78 -2.49
C -3.75 3.78 -1.70
C -3.31 3.89 -0.36
H -3.45 5.82 2.47
H -1.67 5.12 4.08
H 0.25 3.60 4.59
H 0.80 1.80 2.98
H -2.00 1.03 -2.53
H -3.54 2.69 -3.52
H -4.45 4.49 -2.09
C 3.03 -3.70 0.14
Si 1.17 -3.66 0.28
C 0.46 -5.22 -0.48
C 0.76 -3.67 2.10
N 0.38 -2.30 -0.50
C 0.34 -2.22 -1.86
C 1.23 -2.84 -2.77
C 1.10 -2.68 -4.14
C 0.07 -1.92 -4.69
C -0.84 -1.31 -3.84
C -0.67 -1.48 -2.49
F -1.60 -0.89 -1.64
H 3.38 -4.56 0.72
H 3.47 -2.80 0.58
H 3.43 -3.80 -0.87
H 0.93 -6.11 -0.05
H 0.59 -5.27 -1.56
H -0.62 -5.29 -0.28
H 0.81 -4.70 2.46
H -0.24 -3.29 2.32
H 1.47 -3.08 2.68
H 2.05 -3.41 -2.38
H 1.82 -3.15 -4.79
H -0.02 -1.80 -5.76
H -1.67 -0.72 -4.21
N -3.76 -1.58 1.28
C -2.93 -0.88 0.90
H -4.44 -2.19 1.70
*
```

In elementary charge units, the Mulliken charges are:
1 Gd 0.362
2 N -0.447
3 C 0.708
4 S -0.557
5 N -1.420
6 N 1.610
7 C -1.223
8 C 1.394
9 C -1.003
10 C -0.646
11 C -0.683
12 C -0.253
13 C 0.424
14 O -0.632
15 H 0.229
16 H 0.239
17 H 0.234
18 H 0.348
19 H 0.400
20 H 0.424
21 H 0.373
22 O -0.633
23 N 1.055
24 O -0.640
25 C -0.774
26 C -0.369
27 C 1.064
28 C -0.761
29 C -1.330
30 C -0.203
31 N 0.426
32 C 0.130
33 C -0.603
34 N 0.575
35 C 0.121
36 C -1.100
37 C -0.557
38 C 0.643
39 H 0.579
40 H 0.460
41 H 0.444
42 H 0.747
43 H 0.002
44 H 0.467
45 H 0.571
46 C -1.023
47 Si 0.029
48 C -1.139
49 C -0.966
50 N 0.120
51 C 0.243
52 C 0.473
53 C -1.217
54 C -0.669
55 C -0.787
56 C 0.511
57 F -0.345
58 H 0.431
59 H 0.238
60 H 0.387
61 H 0.360
62 H 0.355
63 H 0.271
64 H 0.468
65 H 0.159
66 H 0.214
67 H 0.174
68 H 0.401
69 H 0.391
70 H 0.466
71 N -0.144
72 C 0.175
73 H 0.232


ORCA calculation (ωB97M-V/def2-TZVPD) on a 11-piece molecular cluster, C20H62N4O20 overall at a distorted geometry.

DFT total energy ... -68653.3000 eV
Molecular weight ... 678.72 g/mol
Kohn-Sham gap ... 10.1 eV
Energy above the lowest of the compared OMol25 structures with the same formula, charge and spin ... 0.1905 eV
HOMO level ... -0.3561 Ha

ORCA input file:
```
! RIJCOSX wB97M-V def2-TZVPD def2/J DEFGRID3
* xyz 0 1
N 0.20 -4.48 -0.38
C 1.46 -4.56 -0.85
N 2.47 -5.04 0.03
O 1.77 -4.39 -2.04
H -0.47 -3.97 -0.94
H 0.21 -4.17 0.59
H 3.36 -4.78 -0.39
H 2.40 -5.08 1.04
N -0.89 -0.03 -1.84
C -0.01 -0.72 -1.02
N 0.80 -1.58 -1.68
O -0.04 -0.61 0.19
H -1.05 -0.36 -2.76
H -1.69 0.23 -1.26
H 1.56 -2.00 -1.22
H 0.80 -1.58 -2.70
O -0.29 -3.42 -3.98
C -1.32 -4.21 -4.45
C -2.60 -3.62 -4.04
O -2.98 -3.54 -2.65
H 0.44 -3.71 -3.40
H -1.25 -4.26 -5.52
H -1.16 -5.29 -4.19
H -3.48 -4.01 -4.56
H -2.53 -2.53 -4.39
H -2.31 -3.02 -2.21
O -2.89 1.86 1.80
C -2.26 2.71 2.74
C -2.21 4.15 2.22
O -1.78 4.36 0.86
H -3.04 2.26 0.93
H -2.77 2.66 3.71
H -1.25 2.32 2.97
H -1.58 4.71 2.91
H -3.20 4.60 2.21
H -2.46 4.00 0.25
O 4.38 -4.03 3.27
C 4.02 -2.68 3.34
C 4.14 -1.92 2.06
O 3.18 -2.34 1.15
H 5.32 -4.07 3.12
H 3.01 -2.82 3.68
H 4.63 -2.10 4.07
H 5.11 -2.16 1.68
H 4.03 -0.87 2.29
H 2.35 -2.17 1.63
O 2.60 1.56 -4.38
C 3.04 0.40 -3.64
C 2.37 -0.79 -4.40
O 1.00 -0.56 -4.58
H 2.39 2.22 -3.71
H 4.10 0.31 -3.52
H 2.50 0.41 -2.67
H 2.43 -1.66 -3.75
H 2.82 -1.03 -5.39
H 0.90 0.37 -4.76
O -3.40 0.00 -0.50
C -4.12 -1.18 -0.75
C -3.46 -2.47 -0.03
O -2.10 -2.72 -0.35
H -3.54 0.24 0.44
H -5.10 -1.16 -0.27
H -4.12 -1.36 -1.86
H -4.03 -3.33 -0.40
H -3.81 -2.34 0.96
H -1.56 -2.13 0.15
O 0.98 -1.00 2.79
C 0.36 -1.55 3.93
C -0.87 -0.74 4.41
O -1.92 -0.71 3.44
H 0.49 -0.86 1.97
H 0.14 -2.59 3.78
H 1.03 -1.56 4.81
H -0.55 0.26 4.65
H -1.19 -1.14 5.34
H -2.08 0.12 2.99
O -3.65 2.82 -1.16
C -3.96 3.91 -2.00
C -2.71 4.36 -2.75
O -2.28 3.18 -3.51
H -3.16 2.09 -1.64
H -4.71 3.67 -2.73
H -4.23 4.74 -1.39
H -1.90 4.65 -2.05
H -2.89 5.18 -3.41
H -2.70 3.16 -4.39
O 0.41 4.69 -1.18
C 1.24 3.94 -0.29
C 1.05 2.49 -0.57
O 1.31 2.25 -1.95
H 0.55 4.28 -2.05
H 2.29 4.22 -0.56
H 1.03 4.29 0.76
H 0.08 2.12 -0.28
H 1.83 1.98 0.03
H 0.58 1.63 -2.20
O 3.38 3.08 5.90
C 2.54 2.23 5.12
C 2.02 3.04 3.89
O 3.17 3.32 3.14
H 3.65 2.54 6.65
H 3.18 1.47 4.69
H 1.77 1.71 5.74
H 1.56 3.97 4.15
H 1.36 2.37 3.33
H 3.80 3.82 3.68
*
```

Atom charges from the Mulliken analysis, given in e for atoms 1 to 99:
1 N -0.250
2 C 0.462
3 N -0.434
4 O -0.654
5 H 0.215
6 H 0.262
7 H 0.230
8 H 0.227
9 N 0.295
10 C 0.230
11 N 0.763
12 O -0.914
13 H 0.138
14 H -0.200
15 H 0.322
16 H -0.789
17 O -0.411
18 C -0.415
19 C -0.495
20 O -0.470
21 H 0.222
22 H 0.387
23 H 0.260
24 H 0.432
25 H 0.200
26 H 0.198
27 O -0.547
28 C 0.549
29 C -0.886
30 O -0.269
31 H 0.239
32 H 0.411
33 H -0.375
34 H 0.408
35 H 0.316
36 H 0.164
37 O -0.521
38 C -0.385
39 C -0.422
40 O -0.327
41 H 0.316
42 H 0.157
43 H 0.303
44 H 0.440
45 H 0.242
46 H 0.171
47 O -0.647
48 C 0.080
49 C -0.444
50 O -0.469
51 H 0.396
52 H 0.378
53 H -0.062
54 H 0.214
55 H 0.317
56 H 0.350
57 O -0.166
58 C -0.592
59 C -1.021
60 O -0.359
61 H 0.104
62 H 0.434
63 H 0.355
64 H 0.383
65 H 0.707
66 H -0.010
67 O 0.252
68 C -0.438
69 C -0.716
70 O -0.530
71 H 0.320
72 H 0.417
73 H 0.354
74 H 0.159
75 H 0.447
76 H 0.204
77 O -0.547
78 C -0.659
79 C -0.176
80 O -0.484
81 H 0.268
82 H 0.395
83 H 0.427
84 H 0.035
85 H 0.422
86 H 0.269
87 O -0.582
88 C -0.594
89 C 0.259
90 O -0.443
91 H 0.328
92 H 0.366
93 H 0.158
94 H 0.026
95 H 0.024
96 H 0.295
97 O -0.556
98 C -0.368
99 C 0.027


ORCA calculation (ωB97M-V/def2-TZVPD) on a 2-piece molecular cluster, C25H30BF3N overall at a distorted geometry.

DFT total energy ... -36721.9003 eV
Molecular weight ... 412.33 g/mol
Kohn-Sham gap ... 4.8 eV
Energy above the lowest of the compared OMol25 structures with the same formula, charge and spin ... 1.9792 eV
HOMO level ... -0.4153 Ha

ORCA input file:
```
! RIJCOSX wB97M-V def2-TZVPD def2/J DEFGRID3
* xyz 1 1
F -0.76 4.14 4.53
C -2.06 4.14 4.16
C -3.05 3.91 5.09
C -4.39 3.93 4.73
F -5.36 3.76 5.66
C -4.72 4.19 3.42
C -3.75 4.46 2.44
C -4.23 4.78 1.15
C -3.61 5.21 -0.05
C -4.46 5.62 -1.09
C -3.97 6.09 -2.28
C -2.60 6.16 -2.48
C -1.73 5.73 -1.50
F -0.39 5.79 -1.70
C -2.22 5.26 -0.30
C -2.41 4.42 2.85
H -2.79 3.73 6.12
H -5.77 4.20 3.16
H -5.31 4.72 1.07
H -5.52 5.57 -0.94
H -4.64 6.45 -3.04
H -2.20 6.55 -3.40
H -1.50 4.93 0.42
H -1.60 4.62 2.17
C -3.38 7.75 4.68
C -2.67 9.05 5.05
C -3.61 9.89 5.91
N -2.09 9.90 3.89
C -1.68 11.21 4.40
C -0.66 11.28 5.34
C -0.23 12.49 5.85
C -0.83 13.66 5.44
C -1.84 13.62 4.51
C -2.27 12.40 3.99
C -0.92 9.24 3.12
C -0.23 10.27 2.23
C -1.25 8.01 2.28
B -3.27 10.06 2.84
H -3.64 9.03 2.40
H -3.80 7.27 5.56
H -4.21 7.93 4.00
H -2.71 7.01 4.24
H -1.79 8.79 5.67
H -3.92 9.36 6.81
H -3.16 10.83 6.23
H -4.52 10.14 5.36
H -0.19 10.37 5.66
H 0.56 12.51 6.58
H -0.50 14.60 5.84
H -2.31 14.53 4.18
H -3.06 12.38 3.27
H -0.21 8.94 3.91
H 0.68 9.87 1.78
H -0.88 10.57 1.41
H 0.05 11.17 2.77
H -0.36 7.66 1.75
H -1.60 7.17 2.86
H -1.99 8.24 1.51
H -4.21 10.57 3.32
H -2.93 10.71 1.92
*
```

In elementary charge units, the Mulliken charges are:
1 F -0.324
2 C 0.128
3 C -0.296
4 C 0.094
5 F -0.299
6 C -0.778
7 C 1.247
8 C -0.603
9 C 1.140
10 C -0.709
11 C -0.742
12 C -0.274
13 C -0.182
14 F -0.286
15 C -0.219
16 C -0.463
17 H 0.499
18 H 0.477
19 H 0.317
20 H 0.423
21 H 0.429
22 H 0.487
23 H 0.655
24 H 0.283
25 C -1.479
26 C 0.548
27 C -1.535
28 N 1.507
29 C -0.627
30 C 0.120
31 C -1.009
32 C -0.365
33 C -1.035
34 C 0.169
35 C 0.671
36 C -1.550
37 C -1.480
38 B -0.343
39 H -0.203
40 H 0.566
41 H 0.390
42 H -0.016
43 H 0.290
44 H 0.485
45 H 0.302
46 H 0.359
47 H 0.353
48 H 0.417
49 H 0.409
50 H 0.425
51 H 0.505
52 H 0.275
53 H 0.498
54 H 0.345
55 H 0.321
56 H 0.595
57 H -0.026
58 H 0.407
59 H -0.154
60 H -0.139